{
  "formula": "C18H15F3In",
  "method": "wB97M-V/def2-TZVPD",
  "symbols": ["In", "F", "C", "C", "C", "C", "C", "C", "H", "H", "H", "H", "H", "F", "C", "C", "C", "C", "C", "C", "H", "H", "H", "H", "H", "F", "C", "C", "C", "C", "C", "C", "H", "H", "H", "H", "H"],
  "coordinates": [[-1.94, -0.21, 0.94], [0.16, 1.51, 2.11], [0.77, 2.71, 2.02], [0.34, 3.68, 2.87], [0.72, 4.98, 2.72], [1.72, 5.33, 1.82], [2.21, 4.34, 0.94], [1.73, 3.02, 1.09], [-0.45, 3.39, 3.55], [0.34, 5.68, 3.46], [2.09, 6.34, 1.88], [2.99, 4.42, 0.19], [2.15, 2.24, 0.47], [0.89, -0.66, 0.67], [2.21, -0.60, 0.74], [2.94, -0.49, -0.44], [4.32, -0.30, -0.41], [4.96, -0.47, 0.79], [4.25, -0.69, 1.95], [2.86, -0.71, 1.92], [2.41, -0.51, -1.38], [4.89, -0.20, -1.33], [6.03, -0.34, 0.87], [4.86, -0.62, 2.84], [2.28, -0.90, 2.81], [-3.17, -2.27, -0.78], [-3.91, -2.88, -1.79], [-4.58, -1.98, -2.63], [-5.42, -2.58, -3.54], [-5.47, -3.95, -3.66], [-4.73, -4.81, -2.86], [-3.93, -4.26, -1.93], [-4.35, -0.93, -2.68], [-5.96, -1.99, -4.27], [-6.03, -4.43, -4.45], [-4.90, -5.86, -3.07], [-3.28, -4.95, -1.41]],
  "de_lowest_kcal_mol": 35.0,
  "charge": 3,
  "largest_force_ev_per_a": 2.48,
  "orbital_gap_ev": 1.499,
  "lumo_energy_ev": -15.3,
  "molar_mass_g_mol": 403.130,
  "e_tot_ha": -1183.36265
}